12
Properties=species:S:1:pos:R:3:forces:R:3:mulliken_charge:R:1 method="wB97M-V/def2-TZVPD" total_charge=+1
C 2.77706 0.00060 0.05256 0.487 -0.059 -0.029 -0.214
C 1.57486 -0.26597 0.05576 -0.049 2.227 -0.401 0.164
C -0.57867 -0.23642 -0.06571 2.267 0.502 1.837 0.499
C 0.29250 0.95286 -0.03132 -1.151 -2.479 -2.017 -0.216
C -1.96411 -0.60263 0.00712 -1.719 1.019 1.182 -0.918
N 0.42776 -1.02441 -0.00104 -0.670 -3.591 -0.192 -0.331
H 3.84516 0.25569 0.00840 -0.994 -0.028 0.124 0.408
H 0.25535 1.59188 0.73672 0.435 2.230 3.091 0.366
H 0.21725 1.35021 -0.98673 1.028 1.245 -1.805 0.298
H -2.06225 -1.45315 -0.69497 -0.686 0.448 0.465 0.332
H -2.58102 0.35274 -0.20365 0.567 -1.969 0.031 0.308
H -2.20389 -0.92140 1.12285 0.486 0.454 -2.286 0.305

12
Properties=species:S:1:pos:R:3:forces:R:3:mulliken_charge:R:1 method="wB97M-V/def2-TZVPD" total_charge=+1
C -0.70253 -0.32120 -1.29829 0.611 -0.017 0.378 0.181
C 0.54269 0.77495 0.41840 -0.202 0.328 0.594 -0.079
C -0.10436 -0.40276 -0.04265 0.332 0.453 1.779 0.898
C 0.55916 1.87935 -0.36725 -0.988 -2.121 -2.144 -0.665
C -0.31939 -1.61150 0.74723 1.913 -3.430 -2.252 -1.142
N -0.97012 -0.08107 -2.37700 -0.821 0.065 -1.837 -0.212
H 0.91592 0.99017 1.45053 -0.369 -1.204 -0.853 0.339
H 0.89170 2.73063 0.04307 1.292 3.155 1.469 0.281
H 0.26885 1.97944 -1.42554 -0.020 -0.499 0.582 0.294
H -1.07338 -1.46557 1.46041 -1.578 0.298 0.999 0.360
H 0.56914 -1.91540 1.36188 -0.525 0.562 -0.568 0.384
H -0.57768 -2.55704 0.02921 0.356 2.410 1.854 0.360

12
Properties=species:S:1:pos:R:3:forces:R:3:mulliken_charge:R:1 method="wB97M-V/def2-TZVPD" total_charge=+1
C 1.62127 0.43787 0.24923 0.909 0.210 0.173 0.360
C 2.53982 -0.39756 -0.00527 -0.070 0.754 -0.242 -0.311
C 1.35218 -1.14788 -0.40301 -2.370 -1.198 0.914 -0.111
C -0.36285 0.21878 0.10821 1.190 -2.663 -1.122 -0.008
C -1.78358 0.17065 -0.02782 -0.188 3.118 -0.044 -0.849
N 0.43998 1.08951 0.54444 1.540 3.242 0.246 0.000
H 1.04471 -1.89451 0.37323 0.234 0.456 -0.907 0.298
H 0.91801 -1.31229 -1.40825 0.869 0.320 0.421 0.357
H -2.13344 0.22381 -1.09292 0.467 -0.089 0.869 0.318
H -1.96397 1.20404 0.48373 -1.383 -1.950 -0.538 0.291
H -2.10991 -0.75667 0.41522 -0.648 0.034 0.426 0.296
H 0.43779 2.16423 0.76322 -0.549 -2.233 -0.195 0.358

12
Properties=species:S:1:pos:R:3:forces:R:3:mulliken_charge:R:1 method="wB97M-V/def2-TZVPD" total_charge=+1
C -2.35672 0.00502 0.14092 3.680 -2.408 -0.949 0.102
C -3.34000 0.76422 0.36666 -2.454 1.748 0.519 -0.265
C 0.40023 0.57458 -0.22988 1.297 0.662 -0.266 -0.306
C -0.90982 -0.07806 -0.13265 0.720 -0.771 1.128 0.478
C 1.89075 0.00190 0.16501 -2.364 0.087 -0.443 -0.958
N -1.50779 -1.18923 -0.02388 -0.870 1.325 -0.098 -0.110
H 0.29526 1.55328 0.26217 -0.190 -0.237 -0.183 0.409
H 0.45313 0.82141 -1.30795 -0.097 0.056 0.115 0.325
H 1.98328 -0.04151 1.24161 0.029 -0.079 0.126 0.342
H 2.56518 0.74597 -0.24438 0.035 0.008 0.006 0.307
H 2.07252 -0.96248 -0.29490 0.063 -0.077 0.021 0.368
H -1.54602 -2.19510 0.05727 0.150 -0.315 0.024 0.307

12
Properties=species:S:1:pos:R:3:forces:R:3:mulliken_charge:R:1 method="wB97M-V/def2-TZVPD" total_charge=+1
C -1.75104 -0.21497 0.57499 -0.806 -0.138 -0.049 -0.248
C 1.92536 0.25475 0.23775 -2.884 -0.349 -3.964 -0.555
C -0.32238 0.11305 -1.17364 -0.150 -0.183 -0.343 -0.417
C -0.43437 -0.23324 1.09549 0.756 1.437 -1.079 -0.166
C 0.47404 0.18398 0.06756 3.795 -0.972 2.264 0.612
N -1.65413 -0.15198 -0.71976 -1.254 -0.251 -0.566 -0.273
H -2.74664 -0.25213 1.14258 1.704 -0.237 -1.043 0.358
H 2.54112 0.32437 -0.77255 -1.279 0.142 2.310 0.245
H 2.51798 0.17664 1.12642 -0.247 -0.002 0.654 0.335
H -0.48068 1.00963 -1.76829 0.481 0.380 -0.173 0.290
H 0.11264 -0.65352 -1.86393 -0.685 0.389 0.408 0.350
H -0.18188 -0.55658 2.05336 0.570 -0.215 1.581 0.470

12
Properties=species:S:1:pos:R:3:forces:R:3:mulliken_charge:R:1 method="wB97M-V/def2-TZVPD" total_charge=+1
C 3.57322 -0.42058 -0.19755 0.105 -0.112 0.005 -0.060
C -0.71464 0.50444 0.07209 0.428 0.372 -0.055 -0.081
C 0.22662 1.28646 0.05392 -0.208 -0.541 0.126 0.289
C -2.19409 0.18118 -0.19803 -0.516 0.040 -0.135 -0.380
C -1.35160 -0.87200 0.32225 -0.101 -0.252 0.177 -0.251
N 2.60527 0.09948 0.10103 -0.488 0.230 0.112 -0.311
H 4.46893 -0.92050 -0.46677 0.337 -0.141 -0.091 0.345
H 1.04397 1.96453 0.06858 0.135 0.329 -0.092 0.445
H -2.87001 0.72643 0.44937 0.102 -0.057 0.124 0.256
H -2.44054 0.21792 -1.25409 0.163 -0.061 0.037 0.255
H -0.96288 -1.64193 -0.32700 0.048 0.035 -0.190 0.250
H -1.38424 -1.12544 1.37621 -0.005 0.157 -0.017 0.244

12
Properties=species:S:1:pos:R:3:forces:R:3:mulliken_charge:R:1 method="wB97M-V/def2-TZVPD" total_charge=+1
C -2.06279 -0.17972 0.09552 -0.287 -0.102 -0.745 -0.357
C 0.56792 0.14451 1.32870 0.694 0.026 -0.511 0.285
C -1.30529 -0.06469 -0.86510 0.487 0.196 2.587 0.020
C 1.02018 -0.20757 -0.06867 0.038 -0.237 -0.853 -0.599
C 0.05328 0.23939 -1.20119 0.179 0.254 -0.732 -0.345
N -0.44301 0.25730 1.97288 -0.886 -0.105 -1.054 -0.183
H -2.96661 -0.35235 0.62030 -0.305 -0.050 0.370 0.411
H 1.47472 0.26416 1.95529 -0.098 0.099 0.571 0.417
H 2.00577 0.21032 -0.28687 -0.054 -0.073 0.239 0.372
H 1.11617 -1.30044 -0.04397 0.011 0.100 0.055 0.344
H 0.38735 -0.31840 -2.08439 0.141 0.060 0.041 0.315
H 0.15229 1.30749 -1.42252 0.081 -0.168 0.033 0.319

13
Properties=species:S:1:pos:R:3:forces:R:3:mulliken_charge:R:1 method="wB97M-V/def2-TZVPD" total_charge=0
C 1.59371 -0.59492 -0.22380 -0.096 0.047 0.722 0.058
C -0.48744 -0.05856 -1.42530 2.798 0.004 1.523 0.835
C -1.41286 0.15790 2.24308 0.201 -0.190 -0.144 -0.121
C -1.70391 0.28707 -1.58651 -0.502 3.009 -0.055 -1.089
C 2.16837 0.08154 0.80260 2.253 0.269 -1.118 -0.667
N 0.68989 -0.21617 -1.21731 0.383 0.158 -0.326 -0.401
N -2.20555 0.88494 2.68060 -0.282 0.178 0.220 -0.165
H 1.87171 -1.63345 -0.41759 0.044 0.200 0.436 0.278
H -1.90577 1.38445 -1.52369 -0.115 -1.239 -0.049 0.223
H -2.39604 -0.42749 -1.81175 -2.005 -1.432 -0.629 0.285
H 3.07748 -0.46198 1.24129 -1.721 0.663 -0.345 0.222
H 2.28303 1.20890 0.92702 -1.020 -1.669 -0.163 0.254
H -2.90419 1.44885 3.11663 0.061 0.001 -0.072 0.287

13
Properties=species:S:1:pos:R:3:forces:R:3:mulliken_charge:R:1 method="wB97M-V/def2-TZVPD" total_charge=0
C -2.12585 -0.39186 -0.02050 -1.402 0.543 1.071 -0.738
C -0.77410 -0.35744 -0.18024 -4.031 1.340 0.975 0.420
C 0.13069 -1.35962 0.09989 -2.400 -7.656 0.485 -0.199
C 1.36366 -1.06169 0.15800 5.512 2.118 -1.664 -0.352
C 0.07527 0.80875 -0.17035 0.049 -0.333 0.759 0.407
H -2.73070 -1.29188 -0.14426 0.845 -0.415 0.190 0.294
H -2.87723 0.35745 0.47371 2.138 -0.345 -1.815 0.230
H -0.06150 -2.42848 0.33245 -0.817 0.819 -0.209 0.292
H 2.33743 -1.73434 0.34116 -2.573 1.983 -0.389 0.297
H 2.01338 1.10308 1.10826 -0.629 -1.539 -3.382 0.201
H 0.74469 2.34203 -0.04700 -0.595 1.259 1.038 0.334
N 1.41708 0.28820 -0.41362 2.811 1.644 4.657 -0.520
N -0.19479 1.97227 0.21575 1.092 0.583 -1.715 -0.667

13
Properties=species:S:1:pos:R:3:forces:R:3:mulliken_charge:R:1 method="wB97M-V/def2-TZVPD" total_charge=0
C 0.00698 -0.65719 0.18973 0.057 0.928 1.436 -0.835
C -1.27705 -0.35244 0.47402 0.144 -0.448 -0.697 0.755
C 0.81680 0.68230 0.06575 -0.491 -3.787 -0.848 0.955
C -2.56753 -0.25681 -0.28506 -0.876 -2.039 -1.786 -0.438
C 2.27042 0.27093 0.06785 0.758 0.550 -0.194 -1.079
N 0.21628 1.71665 -0.20118 -0.132 1.264 0.118 -0.591
N -1.85662 0.80998 0.35320 0.496 1.284 -0.076 -0.495
H 0.52148 -1.60949 0.30577 -0.286 0.252 -0.116 0.285
H -2.28876 -0.68375 -1.32838 -0.762 1.402 1.313 0.224
H -3.64893 -0.39462 -0.03846 1.146 -0.144 0.261 0.275
H 2.42481 -0.68549 -0.56345 -0.111 1.984 0.732 0.288
H 2.90636 1.16197 -0.13653 -0.168 -1.018 -0.371 0.330
H 2.47576 -0.00204 1.09673 0.226 -0.229 0.229 0.326

13
Properties=species:S:1:pos:R:3:forces:R:3:mulliken_charge:R:1 method="wB97M-V/def2-TZVPD" total_charge=0 smiles="N#C[C@H]1CCC=N1"
N 2.26883 -1.70788 0.93633 -0.582 0.936 0.073 -0.463
C 1.63602 -0.74279 0.85471 0.333 -0.948 0.346 0.147
C 0.84748 0.46893 0.57604 -0.019 -0.121 -0.071 0.080
C 0.26440 0.33603 -0.84649 0.315 -1.082 -0.419 -0.658
C -0.95193 -0.67700 -0.44671 1.017 0.952 -0.648 -0.449
C -1.37143 0.41432 0.44255 -0.494 0.222 1.108 -0.086
N -0.44953 0.79834 1.26069 -0.489 0.639 -0.327 -0.531
H 1.49834 1.33495 0.77182 -0.196 -0.285 -0.242 0.334
H 0.80460 -0.05231 -1.68888 1.001 -0.279 -0.052 0.397
H -0.01212 1.39155 -1.10625 -0.507 -1.191 -0.039 0.282
H -1.49348 -1.08524 -1.29873 -0.443 0.723 0.096 0.318
H -0.75100 -1.54367 0.23647 0.789 0.715 -0.916 0.264
H -2.24182 1.01920 0.21630 -0.726 -0.280 1.092 0.364

13
Properties=species:S:1:pos:R:3:forces:R:3:mulliken_charge:R:1 method="wB97M-V/def2-TZVPD" total_charge=0 smiles=c1cn2c(n1)CC2
C -0.79366 -0.97927 1.61631 -0.289 -0.061 0.265 -0.269
C -1.38565 -0.72512 0.40725 -0.422 0.491 0.601 -0.311
N -0.56265 0.21522 -0.15262 -0.359 0.281 0.429 0.109
C 0.52682 0.31612 0.63724 -0.132 -0.023 0.145 0.283
N 0.43722 -0.34871 1.75822 0.138 -0.156 -0.321 -0.663
C 1.42685 0.82589 -0.47804 0.009 -0.299 -0.064 -0.444
C 0.16959 0.36653 -1.40306 -0.050 0.304 0.014 -0.457
H -1.23193 -1.55110 2.41767 0.139 -0.044 0.092 0.411
H -2.38629 -0.89265 0.04761 0.032 -0.326 0.012 0.371
H 2.39104 0.32996 -0.59164 -0.251 -0.195 -0.086 0.261
H 1.62686 1.91668 -0.39921 -0.392 -0.640 -0.501 0.215
H -0.02934 -0.65880 -1.82257 1.667 1.107 -0.511 0.292
H -0.18886 1.18526 -2.03716 -0.089 -0.439 -0.074 0.201

Record order is preserved below.
Energy relative to the best compared isomer or geometry (same formula, charge and spin): 595.23, 346.36, 778.22, 742.59, 335.96, 437.69, 559.80, 417.62, 683.19, 621.59, 277.93, 191.17 kJ/mol
Record order is preserved below.
DFT total energy: -248.38898, -248.48377, -248.31928, -248.33285, -248.48773, -248.44898, -248.40247, -303.47701, -303.37586, -303.39932, -303.53021, -303.56326 Ha